DFT (the ωB97M-V functional and the def2-TZVPD basis) results for a 2-piece molecular cluster, C4H7N3 overall.

Last column: Mulliken charge in e.
Element x y z (Å)
1 C -1.0917 0.6829 2.0819  0.1688
2 C 0.2491 0.3740 -1.0019  0.5024
3 C 0.0662 -0.9363 0.6815  0.0968
4 C -0.9311 1.0774 -1.3696  -0.8369
5 N 1.4343 0.3643 -1.1405  -0.2184
6 N -0.4559 -0.1805 1.6366  0.1162
7 N 0.8307 -1.9168 0.6556  -0.1968
8 H -1.4110 1.5025 2.6301  0.4634
9 H -1.4354 0.4768 -2.2089  0.3291
10 H -0.4578 2.0441 -1.7664  0.3431
11 H -1.6265 1.3528 -0.6670  0.3609
12 H 2.3154 0.0115 -0.9519  0.2458
13 H 1.2637 -2.5118 -0.0763  0.3262
14 H 1.2499 -2.3410 1.4968  0.2995

Calculated values
Orbital gap: 7.9570 eV
Molar mass: 97.1 u
Charge: +2

***

DFT (the ωB97M-V functional and the def2-TZVPD basis) results for one molecule with the formula C5H6FN3.

Last column: Mulliken charge in e.
Element x y z (Å)
1 F 2.2372 1.4770 -0.1508  -0.2587
2 C 0.9389 1.7192 -0.0612  0.4162
3 C 0.0650 2.7240 0.1971  -0.4839
4 N -1.1247 2.2327 0.4340  -0.6059
5 N -1.1642 0.9857 0.2571  -0.4124
6 N 0.0418 0.5326 -0.0337  0.6011
7 C 0.3844 -0.8407 -0.2206  0.0996
8 C -0.6187 -1.7985 -0.7102  -0.7051
9 C -0.2043 -1.8762 0.7126  -0.6345
10 H 0.1388 3.7599 0.2575  0.4692
11 H 1.4602 -1.0803 -0.4419  0.3084
12 H -0.2214 -2.4031 -1.4790  0.2755
13 H -1.5040 -1.3611 -1.0004  0.3185
14 H -0.8990 -1.3976 1.3722  0.3238
15 H 0.4701 -2.6737 0.8673  0.2884

Calculated values
Orbital gap: 10.4389 eV
Molar mass: 127.1 u

***

DFT (the ωB97M-V functional and the def2-TZVPD basis) results for a 14-piece molecular cluster, H28O14 overall.

Last column: Mulliken charge in e.
Element x y z (Å)
1 H 0.6561 -0.5640 -0.3559  0.3127
2 H -0.3026 0.0149 0.6716  0.0447
3 H 1.1937 1.8655 -3.6832  0.3123
4 H 1.2577 2.8033 -2.4889  0.2808
5 H -3.6330 -0.9877 -2.2228  0.3256
6 H -4.5488 -0.6619 -1.0543  0.2737
7 H 1.3439 -0.0063 3.4621  0.3463
8 H 1.3058 -0.2506 1.9625  0.2903
9 H 0.9793 -4.8362 0.2855  0.2758
10 H 0.6217 -4.6844 1.7549  0.2807
11 H -1.3322 1.2987 2.2743  0.3195
12 H -1.1277 2.6605 1.6311  0.2202
13 H 1.9122 -0.0267 -2.7021  0.3901
14 H 0.6922 0.5474 -2.0007  0.2602
15 H -0.1730 3.2356 -1.2099  0.2854
16 H -0.5617 2.3395 -0.0454  0.1169
17 H 3.2749 -0.9123 2.8587  0.3367
18 H 3.5721 -1.3045 4.2966  0.2768
19 H 3.1388 -1.8395 -2.9748  0.3009
20 H 1.8216 -2.0840 -3.6927  0.2951
21 H -2.1059 -2.2815 0.2860  0.3233
22 H -2.2582 -2.9960 -1.0468  0.2789
23 H 2.5510 2.6522 -0.1867  0.2540
24 H 3.1261 2.2557 -1.5365  0.3312
25 H -3.3819 0.4193 -0.0947  0.2309
26 H -3.7678 -0.9463 0.4497  0.3294
27 H -4.8268 3.2312 1.2805  0.3046
28 H -3.7089 2.3804 0.7004  0.2918
29 O -0.0146 0.1188 -0.2423  -0.1175
30 O 1.8102 2.2435 -3.0460  -0.6690
31 O -4.0723 -1.3917 -1.4659  -0.6240
32 O 1.4243 -0.7057 2.8038  -0.7195
33 O 0.5938 -4.2149 0.9136  -0.5413
34 O -0.8332 2.1177 2.3711  -0.5491
35 O 1.4011 -0.0958 -1.8879  -0.6736
36 O 0.1851 2.5734 -0.6080  -0.4428
37 O 3.2318 -0.5785 3.7618  -0.6024
38 O 2.2114 -2.0458 -2.8121  -0.6310
39 O -1.7520 -3.0169 -0.2268  -0.5527
40 O 3.2181 2.0868 -0.5920  -0.6049
41 O -3.0022 -0.4141 0.2057  -0.5732
42 O -3.8663 3.1580 1.2478  -0.5876

Calculated values
Orbital gap: 8.2842 eV
Molar mass: 252.2 u

***

Energy above the lowest of the compared OMol25 structures with the same formula, charge and spin: 268.6, 212.4, 677.5 (kJ/mol)